Formula: C30H24NO3P
Source: the OMol25 dataset
Level of theory: the ωB97M-V functional and the def2-TZVPD basis

Last column: Löwdin charge in e.
Positions of all 59 atoms, in Å:
C -2.187 5.919 -5.987  -0.06
O -1.961 4.503 -5.802  -0.09
C -1.856 4.003 -4.544  -0.27
C -1.562 2.627 -4.418  0.00
C -1.390 2.063 -3.172  -0.01
C -1.507 2.821 -1.980  -0.14
C -1.263 2.219 -0.676  -0.17
C -0.821 0.941 -0.381  0.02
C -0.580 0.403 0.935  -0.16
C 1.015 -0.470 1.264  -0.25
C 1.954 0.628 1.051  -0.29
N 2.654 1.540 0.843  0.15
P 1.629 -1.953 0.361  0.75
O 1.705 -1.631 -1.092  -0.33
C 3.191 -2.795 0.933  -0.24
C 3.254 -3.568 2.117  -0.08
C 4.343 -4.409 2.402  -0.09
C 5.385 -4.568 1.479  -0.08
C 5.327 -3.848 0.279  -0.08
C 4.239 -3.002 0.007  -0.07
C 0.384 -3.255 0.746  -0.27
C -0.519 -3.140 1.808  -0.10
C -1.522 -4.096 1.997  -0.08
C -1.601 -5.212 1.161  -0.08
C -0.677 -5.354 0.121  -0.07
C 0.309 -4.385 -0.081  -0.06
C -1.109 1.350 1.934  -0.11
C -1.317 0.997 3.285  -0.03
C -1.692 1.904 4.256  -0.09
C -2.007 3.224 3.907  -0.07
C -1.935 3.582 2.564  0.00
C -1.551 2.653 1.613  -0.16
O -1.585 3.105 0.310  0.04
C -1.875 4.190 -2.125  0.00
C -2.049 4.773 -3.372  -0.01
H -2.158 6.049 -7.073  0.09
H -3.175 6.215 -5.601  0.09
H -1.389 6.516 -5.520  0.10
H -1.473 2.049 -5.330  0.12
H -1.133 1.015 -3.081  0.11
H -0.592 0.329 -1.253  0.11
H -0.933 -0.685 1.100  0.12
H 1.127 -0.824 2.347  0.12
H 2.422 -3.562 2.828  0.10
H 4.383 -4.998 3.327  0.11
H 6.224 -5.249 1.678  0.11
H 6.122 -3.974 -0.464  0.11
H 4.165 -2.509 -0.966  0.11
H -0.474 -2.282 2.471  0.08
H -2.247 -3.982 2.803  0.11
H -2.379 -5.963 1.320  0.11
H -0.724 -6.236 -0.519  0.11
H 1.005 -4.504 -0.911  0.12
H -1.127 -0.032 3.579  0.11
H -1.730 1.636 5.319  0.11
H -2.259 3.961 4.664  0.11
H -2.145 4.608 2.267  0.13
H -1.993 4.838 -1.255  0.12
H -2.340 5.827 -3.474  0.11

HOMO level = -0.28444 hartree
SMILES string = COc1ccc(C2=C[C@@H]([C@H](C#N)P(=O)(c3ccccc3)c3ccccc3)c3ccccc3O2)cc1
Kohn-Sham gap = 7.87 eV
calculated total energy = -48418.9526 eV
maximum force = 4.441 eV Å⁻¹

=====

Formula: C30H24O14
Source: the OMol25 dataset
Level of theory: the ωB97M-V functional and the def2-TZVPD basis

Last column: Löwdin charge in e.
Positions of all 68 atoms, in Å:
O -2.885 0.179 1.800  0.08
C -3.840 -0.463 1.441  -0.37
C -3.701 -1.800 0.740  0.06
C -4.814 -2.590 0.617  0.04
C -6.117 -1.973 0.863  -0.40
O -7.143 -2.540 0.509  0.10
C -6.262 -0.596 1.359  0.01
C -5.204 0.154 1.626  0.04
H -2.712 -2.201 0.457  0.11
H -4.864 -3.578 0.225  0.11
H -7.298 -0.383 1.544  0.12
H -5.232 1.138 2.156  0.14
O 2.717 -6.836 -1.669  0.08
C 1.616 -6.315 -1.419  -0.36
C 0.347 -6.981 -1.845  0.00
C -0.845 -6.539 -1.496  0.01
C -0.930 -5.428 -0.498  -0.40
O -1.981 -5.138 -0.002  0.11
C 0.335 -4.671 -0.239  0.03
C 1.560 -5.054 -0.654  0.02
H 0.475 -7.828 -2.549  0.13
H -1.800 -7.065 -1.802  0.15
H 0.150 -3.823 0.433  0.12
H 2.448 -4.618 -0.274  0.09
O 3.215 -2.272 0.283  0.11
C 3.519 -1.110 0.429  -0.39
C 2.501 -0.067 0.599  0.03
C 2.847 1.241 0.667  0.04
C 4.215 1.759 0.531  -0.39
O 4.451 2.960 0.578  0.10
C 5.214 0.708 0.347  0.03
C 4.895 -0.586 0.463  0.04
H 1.503 -0.360 0.488  0.10
H 2.137 2.109 0.664  0.14
H 6.205 1.108 0.149  0.13
H 5.679 -1.320 0.415  0.12
O 3.527 0.327 -3.060  0.10
C 2.511 -0.331 -3.040  -0.39
C 1.208 0.371 -2.941  0.02
C 0.114 -0.381 -2.579  0.04
C 0.114 -1.867 -2.888  -0.39
O -0.934 -2.459 -2.763  0.10
C 1.380 -2.488 -3.278  0.00
C 2.507 -1.841 -3.232  0.03
H 1.216 1.482 -2.970  0.13
H -0.808 0.107 -2.226  0.12
H 1.234 -3.579 -3.319  0.13
H 3.452 -2.249 -3.471  0.12
O -5.600 4.088 2.183  0.14
C -4.442 3.990 1.900  -0.59
O -3.491 3.521 2.719  0.07
C -2.253 3.360 1.890  -0.07
C -2.727 3.535 0.484  -0.15
O -4.001 4.091 0.626  0.07
H -1.588 4.106 2.230  0.11
H -1.864 2.350 1.885  0.10
H -2.859 2.480 0.108  0.14
H -2.088 4.023 -0.204  0.11
O 0.395 5.130 0.045  0.15
C 1.281 5.471 0.768  -0.59
O 1.869 4.698 1.676  0.04
C 2.921 5.401 2.363  -0.08
C 3.148 6.523 1.348  -0.11
O 1.866 6.687 0.754  0.06
H 2.542 5.866 3.244  0.12
H 3.734 4.702 2.436  0.12
H 3.780 6.220 0.511  0.14
H 3.454 7.445 1.862  0.14

HOMO level = -0.37404 hartree
SMILES string = O=C1C=CC(=O)C=C1.O=C1C=CC(=O)C=C1.O=C1C=CC(=O)C=C1.O=C1C=CC(=O)C=C1.O=C1OCCO1.O=C1OCCO1
Kohn-Sham gap = 7.93 eV
calculated total energy = -60157.9631 eV
maximum force = 2.876 eV Å⁻¹

=====

Formula: C30H25AgN4O6
Source: the OMol25 dataset
Level of theory: the ωB97M-V functional and the def2-TZVPD basis

Last column: Löwdin charge in e.
Positions of all 66 atoms, in Å:
Ag 0.413 -0.336 0.052  0.78
C 2.470 -4.580 -1.836  -0.06
C 1.489 -3.965 -2.807  -0.21
C 1.628 -4.176 -4.169  -0.12
C 0.689 -3.848 -5.099  -0.13
C -0.384 -3.005 -4.714  -0.09
C -0.570 -2.641 -3.409  -0.20
C -1.693 -1.796 -2.893  -0.06
C 0.336 -3.223 -2.413  -0.23
N 0.206 -2.835 -1.150  0.07
C -0.142 -3.763 -0.244  -0.52
O -0.394 -4.960 -0.475  -0.03
C -0.261 -3.257 1.132  -0.21
C -0.769 -4.155 2.113  -0.01
C -0.687 -3.819 3.451  -0.08
C -0.064 -2.613 3.806  -0.02
C 0.397 -1.772 2.764  -0.17
N 0.238 -2.085 1.447  0.08
C 1.175 -0.527 3.133  -0.47
O 1.550 -0.298 4.324  -0.05
N 1.342 0.390 2.129  0.02
C 1.843 1.661 2.329  -0.17
C 1.374 2.613 3.250  -0.24
C 0.095 2.262 4.005  -0.07
C 1.793 3.917 3.240  -0.11
C 2.729 4.385 2.316  -0.14
C 3.199 3.538 1.323  -0.09
C 2.798 2.177 1.241  -0.17
C 3.144 1.350 0.062  -0.10
H 3.421 -4.795 -2.327  0.05
H 1.992 -5.569 -1.509  0.10
H 2.667 -3.957 -0.926  0.08
H 2.559 -4.610 -4.429  0.08
H 0.758 -4.191 -6.119  0.07
H -1.223 -2.790 -5.398  0.10
H -2.568 -1.700 -3.555  0.07
H -1.278 -0.807 -2.616  0.06
H -2.012 -2.217 -1.956  0.06
H -1.132 -5.141 1.725  0.12
H -0.969 -4.514 4.265  0.10
H -0.009 -2.241 4.837  0.11
H -0.551 1.486 3.492  0.09
H -0.489 3.205 3.896  0.07
H 0.061 1.998 5.058  0.06
H 1.426 4.647 3.992  0.11
H 3.161 5.374 2.413  0.08
H 3.973 3.886 0.606  0.10
H 3.859 1.912 -0.573  0.07
H 2.309 0.999 -0.657  0.06
H 3.592 0.426 0.376  0.06
O 0.882 3.106 -1.608  -0.02
C -0.120 2.356 -1.428  -0.59
O -0.105 1.058 -1.544  -0.20
C -1.488 2.882 -1.119  -0.10
C -1.685 4.276 -1.128  0.01
C -2.923 4.790 -0.746  -0.01
C -3.883 3.885 -0.362  -0.18
C -3.790 2.493 -0.409  0.01
C -2.514 2.004 -0.683  0.02
N -5.272 4.346 -0.443  -0.35
O -5.467 5.584 -0.252  0.00
O -6.080 3.565 -0.854  0.07
H -0.863 4.953 -1.327  0.11
H -3.213 5.846 -0.720  0.12
H -4.661 1.870 -0.324  0.11
H -2.310 0.945 -0.562  0.10

HOMO level = -0.07436 hartree
total charge = -2
Kohn-Sham gap = 5.53 eV
calculated total energy = -53759.5146 eV
maximum force = 3.783 eV Å⁻¹
energy above the lowest of the compared OMol25 structures with the same formula, charge and spin = 50.73 kJ/mol

=====

Formula: C30H25As2F12HgN5O10
Source: the OMol25 dataset
Level of theory: the ωB97M-V functional and the def2-TZVPD basis

Last column: Löwdin charge in e.
Positions of all 85 atoms, in Å:
Hg -5.233 16.389 3.358  1.32
As -8.115 14.902 2.060  0.77
F -8.112 13.711 0.790  -0.23
F -7.609 13.694 3.196  -0.23
F -7.900 16.156 3.294  -0.30
F -8.574 16.137 0.945  -0.23
F -9.768 14.724 2.512  -0.23
F -6.379 15.219 1.694  -0.31
As -2.511 18.055 4.779  0.82
F -1.169 18.953 4.103  -0.24
F -3.237 19.580 5.206  -0.23
F -3.906 17.088 5.346  -0.30
F -1.750 16.562 4.243  -0.25
F -1.736 17.900 6.331  -0.24
F -3.373 18.031 3.225  -0.30
C 1.329 15.248 2.056  -0.06
C 0.905 14.009 2.551  -0.05
C -0.416 13.676 2.357  0.00
C -1.345 14.608 1.880  -0.15
C -0.910 15.841 1.410  0.00
C 0.437 16.161 1.528  -0.06
N -2.753 14.280 1.981  -0.31
O -3.093 13.124 2.062  0.12
O -3.539 15.215 1.868  -0.01
H 2.375 15.522 1.983  0.11
H 1.615 13.254 2.854  0.11
H -0.819 12.738 2.720  0.11
H -1.586 16.643 1.143  0.12
H 0.727 17.060 1.000  0.11
C -0.642 12.458 6.939  -0.08
C -1.308 13.661 7.198  -0.05
C -2.411 13.921 6.436  -0.01
C -2.944 12.964 5.581  -0.15
C -2.256 11.802 5.292  0.00
C -1.000 11.595 5.917  -0.05
N -4.248 13.215 4.980  -0.32
O -4.466 14.311 4.476  -0.03
O -5.070 12.347 5.030  0.15
H 0.217 12.280 7.577  0.11
H -1.022 14.335 7.990  0.11
H -3.064 14.764 6.644  0.12
H -2.633 11.126 4.536  0.12
H -0.395 10.712 5.781  0.10
C -10.577 16.617 8.088  -0.06
C -9.652 15.884 8.819  -0.07
C -8.479 15.423 8.230  0.01
C -8.247 15.746 6.881  -0.13
C -9.165 16.465 6.161  -0.01
C -10.300 16.964 6.760  -0.06
N -6.982 15.286 6.322  -0.30
O -6.485 14.323 6.843  0.12
O -6.434 15.958 5.481  -0.02
H -11.595 16.678 8.454  0.11
H -9.878 15.543 9.820  0.11
H -7.775 14.977 8.915  0.12
H -9.026 16.610 5.094  0.11
H -10.997 17.628 6.269  0.11
C -7.991 19.814 -2.100  -0.07
C -8.439 19.519 -0.821  -0.06
C -7.534 19.196 0.188  0.01
C -6.197 19.464 -0.059  -0.14
C -5.728 19.792 -1.341  0.00
C -6.635 19.945 -2.366  -0.07
N -5.221 19.180 0.987  -0.32
O -4.290 19.929 1.152  0.13
O -5.300 18.074 1.504  -0.01
H -8.661 19.842 -2.950  0.11
H -9.487 19.320 -0.647  0.11
H -8.004 18.901 1.116  0.11
H -4.656 19.718 -1.463  0.12
H -6.255 20.241 -3.334  0.11
C -6.995 20.226 8.824  -0.07
C -5.830 19.721 8.262  -0.05
C -5.867 19.241 6.973  0.01
C -6.975 19.478 6.138  -0.12
C -8.137 20.021 6.700  0.01
C -8.143 20.239 8.076  -0.07
N -6.993 19.080 4.751  -0.31
O -7.934 19.346 4.065  0.12
O -6.057 18.397 4.367  -0.04
H -6.901 20.662 9.810  0.11
H -4.903 19.658 8.814  0.12
H -4.911 18.992 6.531  0.09
H -9.000 20.173 6.069  0.12
H -8.979 20.728 8.565  0.11

HOMO level = -0.36735 hartree
Kohn-Sham gap = 8.48 eV
calculated total energy = -217893.8881 eV
maximum force = 2.133 eV Å⁻¹
energy above the lowest of the compared OMol25 structures with the same formula, charge and spin = 23.89 kJ/mol